Entry from OMol25: an isolated ion of composition C6H5BrNO2 and charge +1 (the ωB97M-V functional and the def2-TZVPD basis).

The SMILES is O=C(O)c1cc[nH+]c(Br)c1. For the relative energy (zero: lowest compared OMol25 entry of this formula, charge and spin), the calculation gives 120.0 kcal/mol. For the LUMO energy, the calculation gives -0.2240 Ha.

The geometry in ORCA input format:
```
! wB97M-V def2-TZVPD RIJCOSX def2/J DEFGRID3
* xyz 1 1
O -3.1189 -0.3127 1.5938
C -1.8617 -0.7705 1.5399
O -1.3328 -1.8520 2.4362
C -0.7416 -0.1905 0.4419
C -0.9954 -0.2823 -1.1803
C 0.2251 0.3470 -2.1346
N 1.4846 0.9128 -1.5158
C 1.7681 0.9832 -0.0114
Br 3.4988 1.7204 0.7016
C 0.6490 0.4529 1.1048
H -0.7162 -2.3649 1.8045
H -1.9781 -0.7630 -1.6100
H 0.0452 0.3204 -3.2954
H 2.2406 1.2691 -2.1411
H 0.8335 0.5300 2.2659
*
```



Entry from OMol25: one molecule with the formula C4H8O3 (the ωB97M-V functional and the def2-TZVPD basis).

The SMILES is C[C@H]1O[C@H](O)[C@@H]1O. For the relative energy (zero: lowest compared OMol25 entry of this formula, charge and spin), the calculation gives 41.3 kcal/mol. For the LUMO energy, the calculation gives 0.0323 Ha.

The geometry in ORCA input format:
```
! wB97M-V def2-TZVPD RIJCOSX def2/J DEFGRID3
* xyz 0 1
C -0.0536 -1.2726 -1.6014
C 0.2424 -0.0974 -0.7042
O -0.9675 0.6894 -0.4960
C 0.3684 -0.3266 0.8186
O 1.5296 0.0854 1.4626
C -0.8156 0.6598 0.9060
O -0.3955 1.9162 1.3856
H -0.3222 -0.9239 -2.6037
H 0.8073 -1.9444 -1.6806
H -0.9046 -1.8290 -1.1953
H 1.0549 0.5310 -1.0931
H -0.3561 2.4673 0.5897
H 0.1316 -1.3538 1.1164
H 1.3811 1.0230 1.6785
H -1.7289 0.3599 1.4313
*
```



Entry from OMol25: a 15-piece molecular cluster, C54H93N3O30 overall (the ωB97M-V functional and the def2-TZVPD basis).

For the relative energy (zero: lowest compared OMol25 entry of this formula, charge and spin), the calculation gives 0.0 kcal/mol. For the LUMO energy, the calculation gives 0.0084 Ha.

The geometry in ORCA input format:
```
! wB97M-V def2-TZVPD RIJCOSX def2/J DEFGRID3
* xyz 0 1
O -0.2856 1.4293 0.2982
C -0.0607 0.2438 0.1506
O 0.8212 -0.5687 0.7905
C 1.8675 0.0123 1.5792
C 1.3612 0.3157 3.0051
C -0.8999 -0.5957 -0.7555
H 2.2788 0.9299 1.1585
H 2.7613 -0.6079 1.6470
H 0.5428 1.0177 2.8450
H 2.1639 0.7860 3.5731
H 0.9862 -0.5712 3.5159
H -1.5206 -1.2070 -0.1004
H -0.3506 -1.2494 -1.4330
H -1.6057 0.0586 -1.2672
O -4.0148 -2.4633 -2.0923
C -3.0290 -2.1659 -2.8598
O -1.9383 -2.8740 -3.0536
C -1.9644 -4.2677 -2.8294
C -0.6625 -4.8464 -3.3600
C -2.9689 -0.8448 -3.6552
H -2.7423 -4.8033 -3.3735
H -2.0835 -4.3465 -1.7488
H -0.7139 -5.0941 -4.4202
H -0.4540 -5.7093 -2.7275
H 0.2035 -4.2173 -3.1538
H -3.9456 -0.3609 -3.6481
H -2.7993 -1.2213 -4.6639
H -2.1475 -0.1795 -3.3890
O -6.5336 1.4563 -1.4992
C -6.2316 0.3291 -1.1494
O -5.4155 -0.0456 -0.1679
C -4.8400 0.8662 0.7726
C -5.3823 0.4870 2.1322
C -6.7967 -0.7800 -1.9650
H -5.0307 1.9095 0.5213
H -3.7576 0.8002 0.6621
H -4.7772 0.9821 2.8917
H -5.4492 -0.5887 2.2947
H -6.3905 0.8818 2.2579
H -7.7582 -0.5402 -2.4189
H -7.0309 -1.5433 -1.2230
H -6.0415 -1.1105 -2.6782
O 3.8792 -0.6511 -0.9438
C 4.4489 0.4368 -1.1699
O 4.2279 1.2342 -2.2914
C 3.3795 0.9606 -3.3535
C 1.9504 1.1445 -2.8712
C 5.5250 0.8963 -0.2621
H 3.6444 0.0009 -3.7971
H 3.5755 1.7104 -4.1200
H 1.9205 2.1834 -2.5429
H 1.7614 0.4709 -2.0354
H 1.2047 0.9848 -3.6500
H 5.1535 0.9306 0.7621
H 5.9905 1.7916 -0.6742
H 6.3496 0.1849 -0.2156
O 2.3453 -1.8869 -6.2820
C 2.2007 -2.0743 -5.0571
O 3.1866 -2.3827 -4.1714
C 4.5298 -2.6168 -4.5836
C 5.2930 -3.2764 -3.3914
C 0.9020 -1.7569 -4.3913
H 4.9941 -1.6767 -4.8816
H 4.5008 -3.2061 -5.5001
H 6.3473 -3.2165 -3.6616
H 4.8861 -4.2849 -3.3183
H 5.1614 -2.8337 -2.4041
H 0.4304 -0.8572 -4.7865
H 1.0530 -1.7121 -3.3127
H 0.2461 -2.5941 -4.6301
O 5.0579 -1.2031 2.1185
C 5.1065 -1.5379 3.3321
O 6.1848 -1.5227 4.1231
C 7.3258 -0.7814 3.6829
C 8.5011 -0.9515 4.6160
C 3.9108 -2.1880 3.9901
H 7.1153 0.2868 3.6304
H 7.6416 -1.2213 2.7370
H 8.3321 -0.5056 5.5961
H 9.3637 -0.4915 4.1339
H 8.7172 -2.0140 4.7276
H 3.4096 -1.5199 4.6905
H 4.2509 -3.0181 4.6093
H 3.1667 -2.5205 3.2664
C 3.7267 3.6069 1.8586
C 2.6842 4.1330 0.8623
C 3.1994 5.2328 -0.0462
C 4.4327 4.9039 -0.8347
N 5.3967 4.6577 -1.4278
H 3.4252 2.7631 2.4794
H 4.0236 4.3775 2.5700
H 4.6242 3.3105 1.3158
H 1.7374 4.4552 1.2958
H 2.3827 3.3189 0.2032
H 3.5124 5.9421 0.7199
H 2.3828 5.6267 -0.6513
C 0.2170 -2.9071 5.3625
C -0.1287 -3.7189 4.0727
C 0.7484 -4.9415 3.9308
C 0.8963 -5.7247 5.1482
N 0.9825 -6.3497 6.1508
H -0.3737 -1.9928 5.4191
H 1.2640 -2.6040 5.3534
H -0.1162 -3.5148 6.2038
H 0.0057 -3.1794 3.1352
H -1.1990 -3.8906 3.9578
H 1.7662 -4.6073 3.7294
H 0.4637 -5.5622 3.0813
C -1.3617 3.3074 2.9867
C -2.4598 4.3709 2.7458
C -2.0275 5.8234 3.0946
C -0.8786 6.2626 2.3262
N 0.0780 6.5872 1.7220
H -0.6171 3.1574 2.2049
H -1.9407 2.3843 3.0137
H -0.8741 3.4451 3.9518
H -3.3579 4.2147 3.3434
H -2.7647 4.2302 1.7088
H -1.7199 6.0761 4.1093
H -2.8748 6.4293 2.7735
C -5.1856 2.7792 -4.6026
C -6.5292 3.3186 -4.2422
O -7.3749 2.1918 -4.4916
C -6.6955 1.2456 -5.1926
O -7.1676 0.1547 -5.6081
O -5.5016 1.6799 -5.4488
H -4.6555 2.4988 -3.6925
H -4.6238 3.5005 -5.1961
H -6.7654 4.2154 -4.8150
H -6.5179 3.5424 -3.1754
C 2.6536 -4.3146 -0.8680
C 2.9709 -3.7726 0.5280
O 1.7728 -3.9756 1.1786
C 0.8022 -3.7938 0.2817
O -0.3795 -3.8508 0.4817
O 1.3511 -3.7173 -0.8963
H 2.6913 -5.4006 -0.9527
H 3.2976 -3.8925 -1.6395
H 3.3413 -2.7514 0.4386
H 3.8118 -4.2873 0.9928
C -2.3787 1.1376 -7.5915
C -0.8968 0.7508 -7.6873
O -0.3909 1.1367 -6.3978
C -1.4171 1.4889 -5.5693
O -1.3175 1.6278 -4.3507
O -2.5615 1.4228 -6.2299
H -3.0719 0.3439 -7.8703
H -2.5709 1.9605 -8.2799
H -0.4273 1.1763 -8.5742
H -0.9455 -0.3306 -7.8151
C -1.5682 3.6043 -1.5050
C -2.7131 2.8600 -0.8333
O -3.7999 3.8281 -0.9164
C -3.3385 5.0117 -1.3027
O -4.1068 5.9639 -1.6182
O -2.0093 4.9619 -1.4815
H -1.5083 3.3022 -2.5506
H -0.6067 3.6146 -0.9917
H -2.4440 2.5180 0.1660
H -2.8630 1.9134 -1.3524
C -4.6784 -3.4390 1.1475
C -3.3872 -2.7075 1.0335
O -2.8756 -2.6291 2.3449
C -3.8219 -2.9290 3.1806
O -3.7740 -2.7673 4.4019
O -4.9205 -3.4290 2.5127
H -4.6045 -4.4791 0.8298
H -5.4273 -2.8906 0.5762
H -3.5645 -1.7310 0.5830
H -2.6428 -3.1891 0.3995
C 0.5238 2.3112 8.4570
C 0.8251 0.9566 7.8623
O 1.3633 1.1719 6.5696
C 1.6368 2.4392 6.4156
O 2.1744 2.9470 5.4613
O 1.1780 3.1507 7.5530
H 0.9605 2.2316 9.4525
H -0.5474 2.4796 8.5680
H -0.0499 0.3298 7.6904
H 1.4817 0.4678 8.5822
*
```



Entry from OMol25: C22H20N2O3PPd as an isolated structure (the ωB97M-V functional and the def2-TZVPD basis).

For the relative energy (zero: lowest compared OMol25 entry of this formula, charge and spin), the calculation gives 13.7 kcal/mol. For the LUMO energy, the calculation gives 0.0946 Ha.

The geometry in ORCA input format:
```
! wB97M-V def2-TZVPD RIJCOSX def2/J DEFGRID3
* xyz -1 1
Pd 1.9304 0.3723 0.0420
N 2.3697 0.9187 -2.1314
C 2.5255 -0.3921 -2.7899
C 3.3044 -1.3505 -1.8647
O 4.1995 -2.0546 -2.3448
N 2.8697 -1.3051 -0.6066
C 3.6924 -1.8508 0.4527
C 4.3121 -0.7219 1.3150
O 5.1857 -1.0154 2.1257
O 3.8225 0.4565 1.1410
H 1.7460 1.5348 -2.6364
H 3.2681 1.3782 -2.0342
H 3.0507 -0.3346 -3.7457
H 1.5230 -0.7923 -2.9585
H 4.4733 -2.5040 0.0625
H 3.0656 -2.4511 1.1236
C -3.4189 -2.2281 3.3868
C -2.0799 -2.0937 3.7275
C -1.1917 -1.5072 2.8397
C -1.6329 -1.0335 1.6069
C -2.9786 -1.1727 1.2710
C -3.8660 -1.7691 2.1557
P -0.4182 -0.1974 0.5299
C -1.2235 -0.2016 -1.1112
C -1.3295 -1.4162 -1.7920
C -1.8246 -1.4627 -3.0853
C -2.2087 -0.2916 -3.7257
C -2.0984 0.9205 -3.0609
C -1.6129 0.9674 -1.7601
C -0.4015 1.5355 1.0242
C -1.3671 2.3607 1.5831
C -1.0331 3.6865 1.8268
C 0.2465 4.1420 1.5173
C 1.2105 3.2925 0.9844
C 0.9047 1.9537 0.7301
H -4.1111 -2.6936 4.0773
H -1.7238 -2.4546 4.6841
H -0.1438 -1.4152 3.1030
H -3.3346 -0.8146 0.3126
H -4.9092 -1.8723 1.8833
H -0.9974 -2.3303 -1.3121
H -1.8926 -2.4131 -3.5998
H -2.5839 -0.3248 -4.7409
H -2.3930 1.8391 -3.5538
H -1.5204 1.9171 -1.2477
H -2.3543 1.9796 1.8242
H -1.7597 4.3625 2.2615
H 0.4987 5.1789 1.7141
H 2.2102 3.6684 0.7955
*
```



Max |F| in eV/A, matching the order above: 9.666; 0.333; 4.928; 0.707
HOMO-LUMO gap in Ha, matching the order above: 0.2915; 0.4014; 0.3772; 0.2581